Here is C23H21N6ORhS as an isolated structure at a distorted geometry from OMol25. Energies are from ωB97M-V/def2-TZVPD.

```
53
Properties=species:S:1:pos:R:3:forces:R:3
Rh -1.11402 -2.14536 -0.86672 0.545 1.547 2.777
C 3.08693 -2.14871 -3.93779 -0.077 -0.006 -0.013
C 1.71159 -2.30733 -4.07934 0.105 0.000 -0.034
C 0.94965 -2.59442 -2.96832 -0.085 -0.156 0.441
C 1.55963 -2.68569 -1.70389 0.597 -0.333 -0.908
C 2.94434 -2.52724 -1.56610 -0.191 -0.069 0.256
C 3.69603 -2.26293 -2.68982 0.040 0.055 -0.032
N 0.71784 -2.94528 -0.62883 -1.055 1.534 0.059
N 1.13313 -3.10269 0.53413 0.741 -0.983 -0.714
C 0.18177 -3.15078 1.51917 -0.737 0.187 0.807
C 0.49511 -3.60978 2.79177 0.211 0.031 -0.487
C -0.47705 -3.55754 3.77697 -0.298 0.085 0.058
C -1.72732 -3.03853 3.47061 0.337 -0.083 0.059
C -1.98074 -2.61116 2.17440 -0.419 0.294 -0.079
N -1.05293 -2.66415 1.23038 0.263 0.006 -1.850
H 3.69092 -1.95029 -4.81280 0.015 0.026 0.010
H 1.25241 -2.23569 -5.05484 -0.019 -0.015 0.008
H -0.11089 -2.82377 -3.06983 0.070 0.065 -0.114
H 3.39946 -2.61605 -0.58937 0.029 0.029 -0.013
H 4.76622 -2.13841 -2.60145 0.002 -0.016 0.012
H 1.48422 -4.00748 2.97115 0.026 0.074 0.035
H -0.25931 -3.90918 4.77617 0.005 -0.020 -0.004
H -2.50226 -2.96536 4.21962 -0.054 -0.030 -0.049
H -2.94725 -2.21067 1.89484 0.025 -0.006 -0.059
C -0.25167 3.74403 2.02480 -0.105 0.362 0.133
N 0.05875 2.43407 1.48156 0.321 -0.144 0.232
N -0.43118 1.97151 0.29211 -0.180 -1.060 -0.303
C -0.09516 0.63360 0.17004 0.525 0.930 1.138
O -0.39549 -0.06565 -0.85360 -0.185 -1.397 -0.378
C 0.65479 0.31837 1.32635 -0.340 -0.344 -0.350
C 0.70762 1.44396 2.11596 -0.084 0.268 -0.262
C 1.34746 1.65550 3.43776 -0.063 0.052 0.093
C -0.89586 2.84198 -0.73832 0.015 0.509 -0.411
C -2.00408 2.49858 -1.50042 0.094 0.068 0.325
C -2.42541 3.34705 -2.51029 -0.003 0.072 -0.059
C -1.74626 4.52971 -2.76348 0.011 -0.016 0.000
C -0.62940 4.86198 -2.00939 -0.061 0.032 -0.042
C -0.19769 4.02042 -1.00033 0.144 -0.327 -0.011
H -1.11316 4.16207 1.51322 0.000 -0.052 -0.022
H 0.58939 4.42986 1.92408 -0.010 -0.051 -0.074
H -0.49217 3.64640 3.08154 -0.018 -0.102 -0.032
H 1.10347 -0.63651 1.53583 0.061 0.063 0.056
H 1.96565 0.79909 3.69264 0.010 0.005 0.007
H 0.59575 1.78414 4.21928 0.015 -0.016 0.006
H 1.97080 2.54958 3.42923 0.032 -0.027 0.012
H -2.53919 1.59474 -1.28054 -0.155 -0.226 0.048
H -3.30060 3.09033 -3.09145 0.014 -0.016 -0.010
H -2.08002 5.19022 -3.55163 -0.018 0.000 0.002
H -0.08559 5.77322 -2.21639 0.007 0.003 0.013
H 0.70668 4.25031 -0.45262 -0.020 0.045 0.029
S -3.08812 -2.68204 -1.98678 0.076 -0.983 -0.275
C -3.30012 -1.42510 -0.90936 -0.578 0.171 -0.194
N -3.52669 -0.55291 -0.16991 0.423 -0.034 0.161
```
Positions in Å, forces in eV/Å.

## Properties
- E_LUMO (spin up / spin down) (eV) = -9.2 / -8.8
- energy (eV) = -49004.982
- charge = +2
- spin multiplicity = 1
- relative energy (zero: lowest compared OMol25 entry of this formula, charge and spin) (eV) = 2.5694
- Kohn-Sham gap (spin up / spin down) (eV) = 4.7 / 5.1
- highest occupied orbital energy (spin up / spin down) (eV) = -13.94 / -13.93


Here is C34H38BKN7O2PS5 as an isolated structure at a distorted geometry from OMol25. Energies are from ωB97M-V/def2-TZVPD.

```
89
Properties=species:S:1:pos:R:3:forces:R:3
K 0.26910 -0.01110 -1.26160 0.623 0.196 -0.508
O 0.25620 0.76510 3.02890 0.134 1.055 0.097
N -0.33090 1.85000 2.37070 0.596 -0.067 1.353
C 0.06980 2.99260 2.81830 0.379 -2.307 0.421
C -0.41840 4.22430 2.29130 -0.996 1.680 -1.209
C -0.13980 5.43360 2.95670 0.106 -0.710 0.089
C -0.64440 6.62970 2.50630 -0.303 0.382 -0.291
C -1.46640 6.66540 1.37780 0.175 -0.068 0.267
C -1.73090 5.49560 0.69170 0.078 0.242 0.105
C -1.19590 4.28380 1.10940 0.553 -0.056 0.717
P -1.52400 2.77830 0.13120 -0.508 0.517 -1.414
C -3.34800 2.94040 0.32830 -0.123 0.020 0.115
C -4.24320 3.40240 -0.62930 0.151 -0.033 -0.039
C -5.60320 3.40260 -0.37240 -0.263 0.032 0.096
C -6.09060 2.95320 0.84450 -0.077 0.044 -0.013
C -5.20130 2.51990 1.81820 -0.156 0.051 0.136
C -3.84580 2.52460 1.56370 0.043 0.001 -0.116
C -1.27130 3.39440 -1.56360 0.037 -0.077 0.190
C -0.33660 4.38500 -1.84360 -0.087 0.087 0.029
C -0.06700 4.73310 -3.15280 0.030 0.089 -0.010
C -0.70330 4.07730 -4.19410 -0.043 0.175 -0.140
C -1.59400 3.05150 -3.92400 -0.120 0.008 -0.164
C -1.86830 2.70410 -2.61530 -0.087 0.072 0.204
H -0.05610 -0.04110 2.58410 -0.171 -0.167 -0.089
H 0.77760 3.03450 3.64920 0.046 -0.131 -0.104
H 0.47880 5.40820 3.84620 0.027 -0.004 0.028
H -0.41290 7.55100 3.02800 0.010 -0.048 0.034
H -1.89120 7.59860 1.03450 0.025 0.070 0.000
H -2.35000 5.52770 -0.19680 0.055 -0.058 0.009
H -3.87740 3.75760 -1.58160 0.049 -0.026 -0.075
H -6.29200 3.76210 -1.12580 -0.014 0.009 -0.058
H -7.15530 2.95720 1.04140 -0.020 -0.033 -0.010
H -5.57230 2.18050 2.77560 -0.013 -0.026 0.082
H -3.14060 2.19450 2.31440 0.014 -0.126 0.175
H 0.18990 4.87290 -1.03420 0.067 0.039 -0.046
H 0.66680 5.49900 -3.36100 0.092 -0.063 -0.062
H -0.46060 4.33280 -5.21440 0.045 -0.063 -0.028
H -2.05360 2.49900 -4.73180 0.078 0.003 -0.007
H -2.54740 1.88380 -2.40810 -0.015 -0.093 -0.028
S 2.19460 2.89450 -5.29600 0.305 0.653 -0.808
C 1.72090 1.83450 -4.07630 0.049 0.161 -0.292
S 0.50480 0.70050 -4.37940 -0.820 -1.027 -0.169
S 2.45460 1.93960 -2.55660 0.502 0.045 1.362
O -1.59960 -0.28810 0.67970 0.167 -0.096 0.449
C -2.90050 -0.37690 0.18220 -0.705 0.096 0.030
C -2.97970 -1.27030 -1.02320 -0.263 -0.117 0.080
C -4.21330 -1.75400 -1.45480 0.108 0.094 -0.027
C -4.25410 -2.49450 -2.62100 0.045 0.037 -0.009
C -3.06800 -2.75080 -3.29120 0.016 -0.036 0.036
C -1.88750 -2.25270 -2.75960 -0.161 -0.366 -0.507
N -1.85470 -1.51420 -1.66690 -0.035 0.001 0.312
H -1.48090 0.58470 1.09100 -0.002 -0.002 -0.201
H -3.27970 0.60770 -0.13890 0.104 -0.259 0.134
H -3.59420 -0.75190 0.95600 0.073 0.077 -0.173
H -5.10810 -1.52570 -0.89280 -0.085 -0.023 0.061
H -5.19230 -2.87070 -3.00980 -0.044 -0.001 0.029
H -3.06180 -3.32270 -4.20600 0.072 -0.069 -0.059
H -0.93250 -2.44990 -3.22280 0.128 0.003 -0.136
C -3.10100 -1.97320 3.91830 0.070 0.169 0.284
N -2.84370 -2.78800 2.77150 0.173 -0.353 -0.631
C -3.77580 -3.32060 1.91570 -0.245 -0.244 -0.153
C -3.08950 -4.04930 1.00760 -0.613 0.007 -0.034
N -1.75430 -3.98940 1.28380 -0.133 0.425 0.303
B -0.79950 -4.93340 0.46420 0.220 -0.083 0.005
N 0.67570 -4.68610 0.79560 0.215 0.110 0.041
C 1.25670 -5.02840 1.98400 0.578 -0.422 0.421
C 2.57500 -4.74040 1.93680 -0.150 -0.330 0.320
N 2.82010 -4.21280 0.68860 -0.722 0.030 0.147
C 4.07810 -3.74920 0.19120 0.282 0.168 -0.188
C 1.63730 -4.18450 -0.00370 0.465 -0.057 -0.361
S 1.54390 -3.73070 -1.60010 -0.212 0.516 -0.969
C -1.59930 -3.19480 2.35760 -0.289 0.231 0.244
S -0.23880 -2.68210 3.17720 0.912 0.511 0.555
H -4.14740 -1.66750 3.91130 0.003 -0.011 -0.058
H -2.44810 -1.09850 3.90580 -0.064 -0.021 0.003
H -2.88880 -2.52960 4.83660 -0.003 0.090 -0.035
H -4.82600 -3.13940 2.03690 -0.142 0.028 -0.064
H -3.44700 -4.60260 0.16400 -0.082 -0.125 -0.164
H -1.01840 -4.74950 -0.69240 -0.064 -0.006 -0.182
H -1.05920 -6.06280 0.80950 -0.136 -0.244 0.090
H 0.67860 -5.45050 2.77920 -0.046 -0.038 0.139
H 3.35830 -4.85600 2.65930 0.035 -0.009 0.171
H 4.88030 -4.41930 0.50820 -0.058 -0.023 0.002
H 4.30080 -2.73830 0.55070 -0.006 -0.075 -0.041
H 4.01120 -3.72640 -0.89930 0.065 0.015 0.138
N 2.15680 -0.54310 0.63460 0.142 -0.041 0.272
H 2.51550 0.34770 0.95360 0.066 0.063 0.017
H 2.82340 -0.91530 -0.03280 -0.057 -0.013 -0.107
H 2.11240 -1.17250 1.42890 -0.074 -0.056 -0.017
```
Positions in Å, forces in eV/Å.

## Properties
- E_LUMO (eV) = 3.6
- energy (eV) = -130870.123
- charge = -2
- spin multiplicity = 1
- relative energy (zero: lowest compared OMol25 entry of this formula, charge and spin) (eV) = 2.4364
- Kohn-Sham gap (eV) = 3.6
- highest occupied orbital energy (eV) = 0.01


Here is C15H30BeNO18 as an isolated structure at a distorted geometry from OMol25. Energies are from ωB97M-V/def2-TZVPD.

```
65
Properties=species:S:1:pos:R:3:forces:R:3
Be 1.83516 -3.73365 -3.38468 -0.042 0.344 0.197
N 1.70114 -1.11895 0.42300 -1.598 -0.297 3.746
O 2.66970 -1.35918 -0.21398 3.376 -0.298 -2.211
O 1.82320 -0.72001 1.59625 -0.451 -0.039 -1.771
O 0.65020 -1.45916 -0.07348 -1.395 0.429 -0.050
C -7.94865 2.06054 3.19547 0.984 -1.165 -1.931
O -6.65749 2.33820 3.74958 1.851 -0.016 1.149
C -5.49930 2.00041 3.08572 -4.444 -1.965 -4.283
O -5.56406 1.43442 1.96054 0.728 1.328 3.058
O -4.45001 2.37220 3.70927 0.053 0.871 1.947
C -3.19099 1.96577 3.29687 1.884 -0.532 -1.133
H -8.77923 2.33501 3.84579 0.634 0.712 -0.082
H -8.09437 1.00868 2.94960 0.367 -0.446 0.633
H -7.87443 2.42812 2.17201 -0.932 0.873 0.153
H -2.89299 0.97450 3.63846 -0.459 -0.053 0.514
H -2.45785 2.68287 3.66615 -0.279 0.026 0.082
H -3.08551 1.88888 2.21471 -0.374 0.365 -0.109
C -1.46804 -1.45676 -7.74719 1.139 -1.023 -0.354
O -2.40745 -0.96703 -6.86104 -0.890 0.694 0.138
C -2.05266 -0.88365 -5.60549 0.346 1.102 1.170
O -0.96532 -1.09657 -5.09230 -0.641 -0.485 -0.591
O -3.11356 -0.39155 -4.98451 -0.510 0.476 0.203
C -3.09799 -0.30010 -3.58122 -0.231 -0.616 1.518
H -1.97114 -1.55342 -8.70929 0.269 -0.142 0.152
H -1.15375 -2.40010 -7.30060 0.234 -0.411 -0.769
H -0.57205 -0.83905 -7.80834 -0.156 0.274 -0.121
H -3.05415 -1.31310 -3.18123 0.363 -0.034 0.169
H -4.03227 0.09041 -3.17781 -0.223 0.143 -0.829
H -2.33293 0.32376 -3.11906 0.414 -0.087 -0.606
C -0.63849 5.10605 -6.07027 1.533 -0.411 -1.048
O -0.75734 4.56995 -4.75440 -0.991 0.071 0.310
C 0.31571 4.48475 -3.98577 2.853 2.491 -0.091
O 1.46678 4.83848 -4.32895 -2.904 -1.519 1.094
O -0.08389 4.17886 -2.73336 -0.143 0.100 -0.758
C 0.86469 4.25801 -1.64466 -0.395 -0.711 -0.779
H -0.31366 4.27282 -6.69341 -0.274 0.049 -0.324
H 0.15866 5.84108 -6.18156 0.063 0.041 0.598
H -1.52859 5.57206 -6.49294 -0.400 -0.466 0.848
H 1.45341 3.34476 -1.73120 0.527 0.335 0.274
H 0.24826 4.18542 -0.74865 0.111 0.230 -0.091
H 1.44845 5.17764 -1.68467 0.017 -0.228 -0.030
C 9.86354 2.90823 -1.22535 -1.626 0.950 -0.234
O 9.51764 1.85451 -0.30259 1.111 0.043 -0.579
C 8.40584 1.88616 0.40843 -2.507 1.150 -1.248
O 7.40170 2.57657 0.24609 1.708 -0.392 -0.030
O 8.46844 0.91787 1.28168 0.756 -0.873 0.723
C 7.34788 0.51796 2.01700 -0.402 -0.863 2.324
H 10.17555 3.78235 -0.65380 0.405 -0.186 -0.178
H 8.99542 3.21976 -1.80622 -0.512 0.014 0.428
H 10.51743 2.63483 -2.05347 0.639 -0.731 0.971
H 6.80980 1.23822 2.63327 -0.296 0.989 -1.266
H 7.72510 -0.00240 2.89736 0.721 -0.630 -0.347
H 6.69993 -0.21683 1.53913 -0.012 0.516 -0.558
C -1.11737 -4.86044 4.79123 -0.014 0.154 -0.211
O -1.34081 -5.55442 6.02120 -0.411 -0.677 0.530
C -1.88342 -6.80091 6.06961 -0.281 -0.604 -2.736
O -2.33194 -7.39510 5.07733 0.933 1.237 2.527
O -1.77467 -7.26071 7.32091 -0.615 -0.046 -0.502
C -2.20544 -8.61374 7.57345 1.011 -0.960 0.714
H -0.42215 -4.06886 5.07081 0.170 -0.238 -0.128
H -1.97769 -4.34972 4.35867 -0.529 -0.282 0.490
H -0.73163 -5.47965 3.98137 0.227 -0.301 0.367
H -1.94536 -8.84564 8.60626 -0.349 0.766 0.297
H -1.54387 -9.34442 7.10810 -0.212 0.273 -0.928
H -3.25084 -8.88503 7.42633 0.070 0.682 -0.419
```
Positions in Å, forces in eV/Å.

## Properties
- E_LUMO (eV) = -10.5
- energy (eV) = -54765.658
- charge = +1
- spin multiplicity = 1
- relative energy (zero: lowest compared OMol25 entry of this formula, charge and spin) (eV) = 6.9966
- Kohn-Sham gap (eV) = 1.6
- highest occupied orbital energy (eV) = -12.11


Here is C9H13LiNO2Si as an isolated structure at a distorted geometry from OMol25. Energies are from ωB97M-V/def2-TZVPD.

```
27
Properties=species:S:1:pos:R:3:forces:R:3
Li 1.21891 -0.00227 -1.16008 -0.560 -0.094 -0.429
O 4.82111 0.21390 0.09363 -1.154 -0.082 -0.087
C 3.59950 0.08710 -0.13833 1.161 -0.122 0.070
O 3.00807 -0.00724 -1.25025 0.467 0.117 0.304
C 2.67154 0.01823 1.09231 -0.862 0.342 -0.023
C 3.12625 0.10590 2.39510 -0.006 0.056 -0.017
C 2.20995 0.06774 3.43718 0.055 -0.169 -0.028
C 0.86466 -0.05716 3.13988 -0.112 0.125 0.148
C 0.47434 -0.06841 1.81442 0.427 -0.315 0.546
N 1.35328 -0.04412 0.83052 0.328 -0.002 -0.479
H 4.18439 0.22789 2.51523 0.349 -0.046 0.256
H 2.51858 0.11158 4.47307 0.171 0.031 0.012
H 0.09963 -0.13375 3.89979 0.089 0.079 0.164
H -0.57289 -0.15105 1.59457 -0.303 0.067 -0.494
C -2.29356 -0.10210 -3.44319 -0.563 1.050 -0.351
Si -1.33792 -0.02754 -1.82863 2.171 -0.825 0.006
C -2.11845 1.45121 -1.01752 -0.798 0.681 0.665
C -2.16386 -1.46149 -0.85412 -0.279 0.226 1.511
H -3.34167 0.00104 -3.13502 -0.255 -0.147 -0.277
H -2.17353 -1.00795 -4.01942 0.080 -0.296 -0.154
H -2.07732 0.77379 -4.09516 -0.001 -0.537 0.302
H -3.18195 1.20521 -0.99725 -0.460 0.276 0.157
H -2.00854 2.40944 -1.52240 0.092 0.000 -0.321
H -1.81311 1.64686 0.01610 0.080 -0.235 -0.001
H -3.26110 -1.34377 -0.88478 0.030 -0.170 -0.055
H -1.90226 -1.45709 0.25702 -0.167 0.059 -1.261
H -1.90404 -2.45594 -1.21266 0.020 -0.066 -0.163
```
Positions in Å, forces in eV/Å.

## Properties
- E_LUMO (eV) = 3.0
- energy (eV) = -23214.852
- charge = -1
- spin multiplicity = 1
- relative energy (zero: lowest compared OMol25 entry of this formula, charge and spin) (eV) = 0.1784
- Kohn-Sham gap (eV) = 5.8
- highest occupied orbital energy (eV) = -2.75